Entry from the Open Molecules 2025 dataset: a gas-phase ion, C3H11N4 (charge +1) in a non-equilibrium geometry (ωB97M-V/def2-TZVPD).

ORCA input file:
```
! RIJCOSX wB97M-V def2-TZVPD def2/J DEFGRID3
* xyz 1 1
C 2.20 -1.37 1.14
N 1.66 -0.57 0.06
N 0.55 0.23 0.26
N 0.54 1.35 1.06
C -0.39 -0.15 -0.57
C -1.50 0.70 -0.92
N -2.78 0.26 -1.44
H 1.33 -1.93 1.67
H 2.83 -2.13 0.79
H 2.76 -0.86 1.89
H 2.51 0.06 -0.34
H 0.81 1.23 2.01
H 0.85 2.23 0.60
H -0.20 -1.14 -0.89
H -1.57 1.68 -0.41
H -2.68 -0.60 -1.90
H -3.24 0.77 -2.20
H -3.66 0.25 -0.81
*
```

Properties
Lowest unoccupied orbital energy   -3.5 eV
SMILES string   CNN(N)/C=C/[NH3+]
HOMO level   -12.3 eV
Gap between HOMO and LUMO   8.829 eV

=====

Entry from the Open Molecules 2025 dataset: a molecular structure, C30H42Cl4KN3O6SSeSi2 in a non-equilibrium geometry (ωB97M-V/def2-TZVPD).

ORCA input file:
```
! RIJCOSX wB97M-V def2-TZVPD def2/J DEFGRID3
* xyz -2 1
K -1.76 1.60 -0.69
O -1.21 5.19 1.43
Cl -1.44 3.84 1.01
O -1.59 2.95 2.15
O -2.64 3.75 0.18
O -0.30 3.36 0.21
C 2.09 0.92 1.07
Si 2.33 -0.83 1.63
C 0.81 -1.29 2.64
N -0.34 -1.15 1.75
C -1.49 -0.51 2.38
C -2.10 -1.35 3.51
C -2.01 -2.84 3.16
C -2.00 -3.02 1.64
C -0.75 -2.37 1.03
C 3.88 -0.88 2.72
C 3.79 -0.51 4.06
C 4.91 -0.48 4.88
C 6.15 -0.83 4.38
C 6.26 -1.20 3.05
C 5.14 -1.23 2.23
C 2.60 -1.98 0.18
C 3.19 -3.23 0.37
C 3.28 -4.14 -0.68
C 2.78 -3.81 -1.93
C 2.19 -2.57 -2.13
C 2.10 -1.66 -1.08
H 2.91 1.57 0.80
H 1.12 1.40 1.06
H 0.71 -0.56 3.45
H 0.88 -2.28 3.13
H -2.24 -0.38 1.59
H -1.21 0.48 2.73
H -3.14 -1.06 3.65
H -1.58 -1.16 4.46
H -2.83 -3.40 3.62
H -1.08 -3.27 3.57
H -2.90 -2.58 1.21
H -2.01 -4.08 1.37
H -0.93 -2.12 -0.02
H 0.09 -3.07 1.07
H 2.83 -0.22 4.47
H 4.80 -0.19 5.92
H 7.02 -0.81 5.01
H 7.23 -1.47 2.64
H 5.25 -1.53 1.20
H 3.57 -3.52 1.34
H 3.74 -5.11 -0.51
H 2.84 -4.52 -2.74
H 1.75 -2.30 -3.08
H 1.57 -0.73 -1.25
C -0.71 3.71 -6.52
C -1.11 2.45 -5.77
C -0.07 1.97 -4.76
S -0.15 2.90 -3.23
O 0.23 4.32 -3.54
C 1.28 2.11 -2.42
C 2.61 2.71 -2.86
C 2.98 3.95 -2.05
H -1.51 4.01 -7.21
H 0.19 3.53 -7.12
H -0.50 4.53 -5.84
H -1.28 1.63 -6.48
H -2.07 2.59 -5.26
H 0.94 2.06 -5.16
H -0.24 0.93 -4.48
H 1.18 1.04 -2.65
H 1.14 2.23 -1.35
H 2.58 2.96 -3.92
H 3.38 1.94 -2.73
H 2.26 4.75 -2.22
H 3.97 4.31 -2.32
H 2.97 3.73 -0.98
Se -4.66 -0.59 -0.25
C -5.57 -0.39 1.39
C -5.12 0.43 2.43
C -5.81 0.53 3.61
N -6.94 -0.12 3.89
C -7.39 -0.90 2.90
C -6.77 -1.06 1.68
H -4.21 1.02 2.29
H -5.43 1.18 4.40
H -8.31 -1.44 3.10
H -7.20 -1.72 0.94
O -0.86 -0.26 -1.83
N -0.83 -0.95 -2.95
Cl -1.83 -1.37 -5.80
Si -2.33 -1.15 -3.77
Cl -3.40 -2.85 -3.31
Cl -3.63 0.46 -3.66
*
```

Properties
Lowest unoccupied orbital energy (alpha / beta)   3.8 / 3.6 eV
HOMO level (alpha / beta)   -1.8 / -1.8 eV
Gap between HOMO and LUMO (alpha / beta)   5.544 / 5.432 eV

=====

Entry from the Open Molecules 2025 dataset: 10 unconnected molecules or ions with the total composition C40H80O10 in a non-equilibrium geometry (ωB97M-V/def2-TZVPD).

ORCA input file:
```
! RIJCOSX wB97M-V def2-TZVPD def2/J DEFGRID3
* xyz 0 1
C -5.65 0.75 1.79
C -5.94 1.50 0.49
C -7.47 1.52 0.37
O -7.94 0.82 1.56
C -6.94 0.89 2.58
H -4.76 1.08 2.32
H -5.29 -0.21 1.42
H -5.50 1.06 -0.40
H -5.70 2.56 0.58
H -7.70 1.06 -0.60
H -7.98 2.48 0.46
H -7.07 0.10 3.33
H -6.88 1.86 3.07
C 2.25 -2.85 3.50
C 0.77 -3.01 3.70
C 0.53 -4.34 3.10
O 1.62 -4.89 2.53
C 2.51 -3.73 2.25
H 2.75 -3.20 4.41
H 2.60 -1.84 3.30
H 0.19 -2.26 3.17
H 0.42 -3.09 4.73
H -0.20 -4.13 2.31
H -0.04 -4.99 3.76
H 2.15 -3.39 1.28
H 3.53 -4.11 2.22
C 0.25 -0.54 0.74
C -1.07 0.04 1.21
C -1.59 0.77 -0.03
O -1.15 -0.01 -1.12
C 0.22 -0.31 -0.77
H 0.31 -1.61 0.90
H 1.08 -0.12 1.30
H -0.86 0.71 2.04
H -1.76 -0.72 1.56
H -1.44 1.85 -0.12
H -2.68 0.78 -0.08
H 1.02 0.38 -1.04
H 0.50 -1.21 -1.31
C 3.12 -2.04 -3.62
C 2.76 -3.28 -2.92
C 3.90 -3.79 -2.16
O 5.04 -3.32 -2.86
C 4.64 -2.30 -3.84
H 2.96 -1.17 -2.98
H 2.65 -1.79 -4.56
H 2.43 -4.16 -3.46
H 1.90 -3.15 -2.25
H 3.93 -4.88 -2.19
H 3.78 -3.30 -1.19
H 4.64 -2.60 -4.89
H 5.19 -1.39 -3.61
C -4.02 -1.52 -2.29
C -5.25 -1.99 -1.49
C -6.47 -1.37 -2.18
O -5.92 -0.07 -2.50
C -4.56 -0.25 -3.05
H -3.74 -2.21 -3.08
H -3.10 -1.37 -1.73
H -5.09 -1.50 -0.53
H -5.21 -3.07 -1.36
H -7.22 -1.28 -1.40
H -6.78 -1.99 -3.02
H -3.96 0.66 -2.91
H -4.72 -0.39 -4.11
C 3.69 1.88 -3.47
C 3.12 1.61 -4.84
C 4.09 2.25 -5.84
O 4.84 3.14 -4.91
C 4.23 3.21 -3.60
H 4.51 1.19 -3.24
H 2.99 1.77 -2.64
H 2.16 2.14 -4.80
H 2.96 0.57 -5.10
H 3.48 2.75 -6.59
H 4.69 1.52 -6.39
H 3.42 3.92 -3.43
H 4.89 3.40 -2.75
C 1.30 3.96 2.36
C 1.36 2.97 3.48
C 2.71 2.32 3.34
O 2.98 2.39 1.97
C 1.99 3.24 1.26
H 1.91 4.83 2.61
H 0.33 4.38 2.13
H 0.62 2.19 3.37
H 1.28 3.41 4.47
H 2.60 1.27 3.62
H 3.46 2.84 3.93
H 1.31 2.63 0.66
H 2.53 3.99 0.68
C 6.36 -1.23 1.15
C 5.04 -0.51 1.49
C 4.18 -0.55 0.22
O 5.15 -0.69 -0.84
C 6.29 -1.39 -0.38
H 6.41 -2.24 1.56
H 7.23 -0.70 1.56
H 5.20 0.48 1.91
H 4.57 -1.11 2.26
H 3.60 0.35 0.03
H 3.57 -1.45 0.15
H 7.10 -0.85 -0.87
H 6.33 -2.43 -0.69
C -0.47 5.45 -2.38
C -1.13 4.16 -1.99
C -0.44 3.04 -2.85
O 0.81 3.72 -3.25
C 0.48 5.07 -3.44
H -0.13 6.07 -1.56
H -1.15 6.14 -2.87
H -2.21 4.03 -2.08
H -0.81 4.10 -0.95
H -0.96 2.78 -3.77
H -0.32 2.08 -2.34
H 0.04 5.06 -4.44
H 1.38 5.68 -3.46
C -2.90 -2.14 5.44
C -3.20 -1.58 4.11
C -4.62 -2.27 3.79
O -4.97 -3.01 5.01
C -3.74 -3.40 5.61
H -2.96 -1.30 6.14
H -1.87 -2.46 5.58
H -2.46 -1.88 3.37
H -3.36 -0.50 4.01
H -4.63 -3.04 3.03
H -5.36 -1.57 3.42
H -3.50 -4.30 5.05
H -3.97 -3.50 6.67
*
```

Properties
Lowest unoccupied orbital energy   0.4 eV
SMILES string   C1CCOC1.C1CCOC1.C1CCOC1.C1CCOC1.C1CCOC1.C1CCOC1.C1CCOC1.C1CCOC1.C1CCOC1.C1CCOC1
HOMO level   -9.5 eV
Gap between HOMO and LUMO   9.806 eV

=====

Entry from the Open Molecules 2025 dataset: a single C5H8NPS molecule in a non-equilibrium geometry (ωB97M-V/def2-TZVPD).

ORCA input file:
```
! RIJCOSX wB97M-V def2-TZVPD def2/J DEFGRID3
* xyz 0 1
C -0.99 0.76 1.50
C -0.52 -0.35 0.67
C -0.38 -1.71 1.10
C 0.16 -2.55 0.22
S 0.82 -1.66 -1.11
C 0.22 -0.20 -0.51
N -0.04 1.07 -1.78
P 1.20 1.89 -2.54
H -2.10 1.16 1.36
H -1.03 0.46 2.51
H -0.27 1.52 1.52
H -0.82 -1.96 2.16
H 0.47 -3.51 0.53
H -0.72 1.84 -1.33
H 2.04 0.90 -2.89
H 1.97 2.34 -1.41
*
```

Properties
Lowest unoccupied orbital energy   0.5 eV
SMILES string   Cc1ccsc1NP
HOMO level   -8.7 eV
Gap between HOMO and LUMO   9.235 eV

=====

For each record above, in turn, the calculated ΔE to the lowest compared entry with this formula, charge and spin values are 111.57, 70.70, 110.32, 55.01 kcal per mole.
For each record above, in turn, the calculated calculated total energy values are -9239.4050, -206896.7695, -63243.3863, -26925.6076 eV.